Run one
CH8N3 | ωB97M-V/def2-TZVPD

SMILES   NNC[NH3+]
Gap between HOMO and LUMO   11.5 eV
LUMO   -0.1211 hartree
E_HOMO   -14.7490 eV

```
! wB97M-V def2-TZVPD RIJCOSX def2/J DEFGRID3
* xyz 1 1
N -0.7640 0.6977 -0.2795
N -1.3074 -0.5965 0.0782
N 1.1012 -0.5741 -0.1645
C 0.6285 0.7321 0.2112
H -1.4461 1.3699 0.0448
H 1.8577 -0.9235 0.4170
H 1.4545 -0.8151 -1.0881
H -1.9863 -0.6702 0.8157
H 0.9615 1.1296 1.2630
H 0.0333 -1.1295 -0.1270
H -1.7621 -0.9089 -0.7657
H 1.2293 1.6884 -0.4051
*
```

***

Run two
CH8N3 | ωB97M-V/def2-TZVPD

SMILES   NNC[NH3+]
Gap between HOMO and LUMO   11.0 eV
LUMO   -0.1324 hartree
E_HOMO   -14.6012 eV

```
! wB97M-V def2-TZVPD RIJCOSX def2/J DEFGRID3
* xyz 1 1
N -0.8825 -0.7331 0.2052
N -1.3828 0.5512 -0.1157
N 1.1888 0.4149 0.1678
C 0.3643 -0.8341 -0.4224
H -2.1350 0.4396 -0.7653
H 0.2826 0.9813 -0.0236
H -0.9702 -1.0863 1.1761
H 0.9092 -1.8039 -0.1584
H 2.0358 0.7786 -0.2884
H 0.3076 -0.6479 -1.4942
H 1.2300 0.2880 1.2666
H -1.4811 1.1818 0.6794
*
```

***

Which structure wins on stability? run two wins.

***

Run one
C10H9NO2 | ωB97M-V/def2-TZVPD

SMILES   CC1=C2C=CC=C[C@H]2C(=O)N=CO1
Gap between HOMO and LUMO (spin up / spin down)   7.7 / 7.7 eV
LUMO (spin up / spin down)   0.0013 / 0.0013 hartree
E_HOMO (spin up / spin down)   -7.6836 / -7.6839 eV

```
! wB97M-V def2-TZVPD RIJCOSX def2/J DEFGRID3
* xyz 0 1
O 3.4948 0.7867 0.9042
O 0.7270 -2.3783 -0.2372
N 2.8417 -1.2800 0.0923
C 2.0345 -2.2134 -0.2600
C -1.4512 -2.0645 0.4186
C 0.7459 2.7274 -0.1640
C 1.5804 1.8704 -0.7933
C 2.8376 0.0222 0.2618
C 1.4246 0.4175 -0.5626
C -0.4356 2.2431 0.4835
C 0.1613 -0.0295 0.1997
C -0.7719 0.9495 0.6076
C -0.1489 -1.4003 0.1330
H 0.8077 3.8489 -0.2761
H -1.9533 -1.6673 1.3403
H -1.3809 -3.0956 0.2733
H -2.2757 -1.7118 -0.3180
H 1.6260 -0.2765 -1.5058
H 2.4233 -3.0369 -0.6548
H -1.0553 2.9530 0.7592
H -1.6568 0.5211 1.0523
H 2.4045 2.0611 -1.2986
*
```

***

Run two
C10H9NO2 | ωB97M-V/def2-TZVPD

SMILES   OCc1ccnc2c(O)cccc12
Gap between HOMO and LUMO   8.3 eV
LUMO   0.0062 hartree
E_HOMO   -8.0935 eV

```
! wB97M-V def2-TZVPD RIJCOSX def2/J DEFGRID3
* xyz 0 1
O 1.0237 -2.8464 -2.0464
O 0.2103 2.4124 1.9630
N -0.6993 -2.1938 0.0875
C 1.7488 -0.5861 -2.2196
C 1.0963 -1.5766 -1.4947
C 0.1289 -1.1965 -0.4043
C -1.0566 0.4971 0.9756
C -1.1142 1.9221 1.5859
C 0.0140 0.1421 0.0338
C 0.8792 1.1490 -0.7025
C -1.6847 -1.7991 0.9010
C -1.8541 -0.4868 1.4487
C 1.7020 0.7159 -1.7799
H -2.5844 -0.2530 2.2606
H 0.3564 2.1958 3.1311
H 1.0281 2.1464 -0.3722
H 2.4875 1.4102 -2.1168
H -2.3939 -2.6755 1.2530
H -1.7126 1.7094 2.5366
H 2.2489 -0.6923 -3.2859
H -1.5225 2.6706 0.9546
H 1.6981 -2.6647 -2.7091
*
```

***

Which structure wins on stability? run two wins.

***

Run one
C3H11NO3 | ωB97M-V/def2-TZVPD

SMILES   CCNC=O.O.O
Gap between HOMO and LUMO   10.9 eV
LUMO   0.0309 hartree
E_HOMO   -10.0609 eV

```
! wB97M-V def2-TZVPD RIJCOSX def2/J DEFGRID3
* xyz 0 1
O -1.2724 1.8204 -2.2994
O -1.7718 0.6874 1.2451
O -2.3973 -1.3930 -0.4630
N 0.2735 -0.2961 1.2282
C 2.1436 -0.9146 -0.2421
C -0.5567 0.7433 1.3421
C 1.6927 -0.1020 0.9431
H 1.9009 0.9356 0.6655
H 2.0702 -1.9991 -0.1397
H -0.0407 1.6666 1.6272
H 1.5296 -0.6632 -1.1120
H 2.3388 -0.2168 1.8200
H -2.4827 -0.5381 -0.0303
H -1.9717 2.4591 -2.5389
H -1.4824 1.1420 -1.7037
H 0.0203 -1.2705 1.1899
H 3.1596 -0.6246 -0.5123
H -3.1535 -1.4363 -1.0196
*
```

***

Run two
C3H11NO3 | ωB97M-V/def2-TZVPD

SMILES   CNC(C)=O.O.O
Gap between HOMO and LUMO   9.5 eV
LUMO   0.0175 hartree
E_HOMO   -9.0133 eV

```
! wB97M-V def2-TZVPD RIJCOSX def2/J DEFGRID3
* xyz 0 1
O -2.9694 1.0906 -0.5147
O 4.0061 -3.1533 -3.3632
O 1.1360 1.2112 4.2040
N -1.5408 -0.3617 -0.4089
C -0.5536 1.8720 -0.0189
C -0.2228 -1.1066 -0.0757
C -1.7825 0.9986 -0.2729
H -2.3678 -0.9145 -0.5903
H -0.9134 2.7334 0.4398
H 2.0699 1.2139 4.1527
H 5.0077 -2.8291 -3.2910
H 3.8721 -2.7883 -2.4694
H 0.0073 2.0662 -0.9349
H -0.1412 -1.3870 0.9756
H 0.9622 2.0061 4.6506
H 0.5514 -0.5408 -0.5367
H 0.0035 1.2367 0.6725
H -0.2953 -2.0371 -0.6107
*
```

***

Which structure wins on stability? run one wins.

***

Run one
C3H11NO3 | ωB97M-V/def2-TZVPD

SMILES   CN(C)C=O.O.O
Gap between HOMO and LUMO   10.1 eV
LUMO   0.0282 hartree
E_HOMO   -9.3782 eV

```
! wB97M-V def2-TZVPD RIJCOSX def2/J DEFGRID3
* xyz 0 1
O -5.5511 2.2876 -3.8466
O -2.2236 2.0537 -5.9975
O 0.0710 0.4244 2.4550
N 1.8352 -1.0145 2.2718
C 2.3608 -2.3324 2.5280
C 0.5540 -0.6678 2.6202
C 2.8078 0.0397 2.1506
H 2.3884 1.0433 2.1541
H -2.6485 1.8576 -6.8552
H -2.8745 2.2583 -5.3202
H 1.5451 -3.0376 2.4154
H 3.2247 -2.4707 1.8637
H 2.9232 -2.4130 3.4708
H -6.3716 1.8160 -3.6444
H -0.0111 -1.5266 3.0147
H -4.9139 1.6675 -3.4633
H 3.3564 -0.0229 1.2048
H 3.5277 0.0374 2.9781
*
```

***

Run two
C3H11NO3 | ωB97M-V/def2-TZVPD

Gap between HOMO and LUMO   8.9 eV
LUMO   0.0190 hartree
E_HOMO   -8.4084 eV

```
! wB97M-V def2-TZVPD RIJCOSX def2/J DEFGRID3
* xyz 0 1
O -1.9272 -0.2738 -1.4316
O 2.1532 -0.1337 1.4604
O 0.9335 1.0910 -0.0369
N -1.4004 0.1360 -0.1801
C 1.5123 -0.0262 0.2267
C -2.4332 0.4671 0.7907
C 2.3381 -0.7022 -0.8512
H -1.9345 0.7003 1.7321
H 3.1996 -0.0663 -1.0689
H 1.9417 0.6770 1.9424
H -3.0086 1.3359 0.4625
H -0.5928 -0.7214 0.1654
H 2.6896 -1.6788 -0.5226
H -3.1019 -0.3819 0.9287
H -2.0130 0.5337 -1.9590
H 1.7395 -0.8084 -1.7539
H -0.5615 0.8659 -0.2693
H 0.4658 -1.0143 0.3646
*
```

***

Which structure wins on stability? run one wins.